Entry 1:
Below is C19H39MoNO2P2 as an isolated structure in a non-equilibrium geometry, with properties calculated with ωB97M-V/def2-TZVPD.

Last column: Löwdin charge in e.
Cartesian coordinates (Å):
Mo  0.02  -0.40  0.52  1.166
P  2.63  -0.26  0.13  0.745
P  -2.49  0.02  0.27  0.822
N  0.21  0.97  -0.95  -0.213
H  1.27  -1.25  1.09  -0.084
C  3.07  -1.69  -0.92  -0.244
H  4.16  -1.86  -0.94  0.052
H  2.71  -1.51  -1.94  0.056
H  2.57  -2.58  -0.52  0.002
C  3.80  -0.29  1.56  -0.263
H  4.85  -0.25  1.22  0.050
H  3.63  -1.22  2.12  0.044
H  3.60  0.57  2.21  0.031
C  3.24  1.14  -0.86  -0.267
H  4.33  1.24  -0.86  0.048
H  2.82  2.08  -0.50  0.044
H  2.92  1.04  -1.90  0.043
C  -3.58  -1.26  -0.54  -0.264
H  -4.68  -1.11  -0.48  0.053
H  -3.36  -2.27  -0.11  0.033
H  -3.30  -1.31  -1.60  0.040
C  -3.45  0.11  1.88  -0.264
H  -4.56  0.10  1.78  0.054
H  -3.16  1.03  2.41  0.029
H  -3.17  -0.74  2.53  0.029
C  -3.20  1.49  -0.52  -0.281
H  -4.26  1.68  -0.41  0.051
H  -3.00  1.48  -1.58  0.040
H  -2.69  2.36  -0.13  0.036
C  0.06  1.71  -2.02  -0.495
C  0.00  1.90  -4.52  -0.117
C  -0.01  1.10  -3.34  -0.067
C  -0.01  3.16  -1.98  -0.069
C  0.00  3.92  -3.17  -0.135
C  0.01  3.31  -4.43  -0.167
H  0.01  1.41  -5.51  0.091
H  -0.03  0.05  -3.42  0.063
H  -0.03  3.65  -1.04  0.070
H  0.00  5.04  -3.11  0.103
H  0.02  3.91  -5.36  0.086
C  -0.49  -2.97  1.08  -0.455
O  -0.99  -2.28  0.13  -0.257
C  0.61  -4.04  0.89  -0.025
H  1.12  -4.36  1.80  0.082
H  1.37  -3.81  0.18  0.034
H  0.11  -4.96  0.54  0.102
C  -1.04  -2.90  2.48  -0.042
H  -2.10  -3.19  2.39  0.093
H  -0.99  -1.92  3.00  0.059
H  -0.62  -3.68  3.15  0.092
C  -0.96  1.11  4.60  -0.053
C  0.17  0.82  3.60  -0.729
C  0.88  2.12  3.24  -0.048
C  1.19  -0.11  4.27  -0.042
O  -0.44  0.20  2.49  -0.434
H  -0.59  1.57  5.52  0.083
H  -1.46  0.18  4.88  0.083
H  -1.71  1.76  4.16  0.070
H  1.20  2.65  4.15  0.087
H  1.77  1.97  2.63  0.054
H  0.21  2.81  2.70  0.089
H  1.56  0.35  5.20  0.086
H  2.08  -0.27  3.63  0.050
H  0.76  -1.07  4.51  0.073

- calculated total energy (Eh) = -1703.36984
- gap between HOMO and LUMO (alpha / beta) (eV) = 5.762 / 5.592
- 2S+1 = 3
- <S²> = 2.07
- LUMO energy (alpha / beta) (eV) = 0.0 / -0.2
- energy relative to the best compared isomer or geometry (same formula, charge and spin) (eV) = 1.422
- HOMO level (alpha / beta) (eV) = -5.717 / -5.774

Entry 2:
Below is C16H14BeF6N2O5S2 as an isolated structure in a non-equilibrium geometry, with properties calculated with ωB97M-V/def2-TZVPD.

Last column: Löwdin charge in e.
Cartesian coordinates (Å):
Be  -0.04  -0.08  -0.10  -0.030
F  -4.88  -2.49  -3.68  0.120
C  -4.01  -1.62  -3.14  -0.133
C  -2.87  -2.08  -2.49  -0.139
F  -2.60  -3.39  -2.44  0.124
C  -2.01  -1.17  -1.92  -0.202
F  -0.90  -1.64  -1.29  0.045
C  -2.21  0.21  -1.96  -0.522
S  -1.13  1.34  -1.23  0.809
C  -3.34  0.65  -2.66  -0.238
F  -3.57  1.96  -2.78  0.088
C  -4.23  -0.25  -3.24  -0.137
F  -5.30  0.20  -3.90  0.122
F  1.90  2.05  4.69  0.077
C  0.61  1.91  4.33  -0.173
C  0.13  0.69  4.02  0.043
N  -1.17  0.49  3.69  -0.010
C  -1.64  -0.83  3.32  -0.024
C  -1.11  -1.33  1.96  -0.535
O  -1.27  -2.47  1.63  0.101
O  -0.50  -0.43  1.24  -0.035
C  -2.07  1.54  3.61  -0.466
O  -3.23  1.39  3.32  0.099
N  -1.53  2.77  3.93  0.220
C  -0.23  3.10  4.28  -0.404
O  0.10  4.24  4.49  0.109
H  0.77  -0.18  4.04  0.156
H  -2.73  -0.78  3.26  0.140
H  -1.37  -1.56  4.09  0.143
H  -2.19  3.54  3.87  0.174
C  3.78  1.20  -2.48  -0.123
C  2.46  0.64  -2.93  -0.350
S  1.77  -0.83  -2.04  1.068
O  1.41  -0.32  -0.65  -0.481
C  3.26  -1.87  -1.72  -0.335
C  4.04  -1.48  -0.48  -0.117
H  3.97  2.13  -3.00  0.086
H  4.60  0.52  -2.70  0.071
H  3.76  1.42  -1.41  0.082
H  2.50  0.30  -3.97  0.093
H  1.67  1.38  -2.85  0.077
H  3.86  -1.85  -2.63  0.092
H  2.84  -2.87  -1.60  0.090
H  4.67  -0.61  -0.64  0.064
H  4.67  -2.31  -0.18  0.085
H  3.35  -1.26  0.33  0.076

- calculated total energy (Eh) = -2514.27697
- gap between HOMO and LUMO (eV) = 7.938
- LUMO energy (eV) = -0.2
- energy relative to the best compared isomer or geometry (same formula, charge and spin) (eV) = 0.000
- HOMO level (eV) = -8.096

Entry 3:
Below is a single C3H3NO3S molecule in a non-equilibrium geometry, with properties calculated with ωB97M-V/def2-TZVPD.

Last column: Löwdin charge in e.
Cartesian coordinates (Å):
O  -1.18  -3.00  0.66  0.036
C  -0.90  -1.74  0.47  -0.412
O  -1.82  -1.03  -0.18  0.102
C  0.34  -0.96  0.77  -0.077
N  0.84  0.15  0.60  0.017
O  0.05  1.09  0.04  -0.210
C  0.92  2.06  -0.78  -0.598
S  0.10  3.16  -1.57  0.775
H  -1.52  -0.10  -0.43  0.137
H  1.15  -1.73  1.13  0.165
H  2.01  2.10  -0.72  0.066

- calculated total energy (Eh) = -794.64616
- gap between HOMO and LUMO (eV) = 9.156
- LUMO energy (eV) = -1.1
- energy relative to the best compared isomer or geometry (same formula, charge and spin) (eV) = 4.465
- SMILES string = O=C(O)/C=N\OC=S
- HOMO level (eV) = -10.231

Entry 4:
Below is C17H11NO10W as an isolated structure in a non-equilibrium geometry, with properties calculated with ωB97M-V/def2-TZVPD.

Last column: Löwdin charge in e.
Cartesian coordinates (Å):
W  0.60  -0.36  0.64  2.159
C  -2.93  -2.29  2.63  0.032
C  -1.84  -1.35  2.17  -0.455
C  -2.26  0.13  2.02  0.032
O  -1.34  -1.70  0.82  -0.081
C  -0.58  -1.39  3.11  -0.412
O  -0.52  -1.84  4.19  0.278
O  0.43  -0.77  2.43  -0.132
H  -3.83  -2.18  2.03  0.114
H  -3.18  -2.09  3.67  0.121
H  -2.60  -3.33  2.58  0.115
H  -3.02  0.20  1.24  0.120
H  -1.37  0.77  1.77  0.074
H  -2.69  0.50  2.95  0.130
H  -1.51  -2.65  0.66  0.170
O  5.73  -3.61  -0.09  0.273
C  4.74  -3.03  0.20  -0.182
C  3.28  -3.59  0.08  -0.218
O  2.95  -4.71  -0.14  0.240
C  2.45  -2.38  0.33  -0.128
C  3.19  -1.27  0.67  -0.128
O  2.46  -0.13  0.68  -0.086
C  4.66  -1.57  0.74  -0.214
O  5.55  -0.90  1.15  0.247
O  1.14  -2.08  0.09  -0.115
O  0.58  1.80  0.52  -0.041
C  0.12  1.74  -0.69  -0.368
N  -0.20  0.47  -1.08  -0.006
C  -0.84  0.56  -2.40  -0.324
O  -1.25  -0.41  -2.96  0.216
C  -0.85  2.00  -2.74  -0.061
C  -1.36  2.65  -3.83  0.061
C  -1.24  4.05  -3.88  0.025
C  -0.60  4.75  -2.86  0.001
C  -0.08  4.10  -1.75  0.063
C  -0.22  2.72  -1.68  -0.074
H  -1.85  2.11  -4.63  0.144
H  -1.64  4.58  -4.73  0.135
H  -0.50  5.83  -2.94  0.133
H  0.43  4.65  -0.97  0.140

- calculated total energy (Eh) = -1528.00796
- net charge = +2
- gap between HOMO and LUMO (eV) = 4.762
- LUMO energy (eV) = -10.8
- energy relative to the best compared isomer or geometry (same formula, charge and spin) (eV) = 1.367
- HOMO level (eV) = -15.598

Entry 5:
Below is C58H47CdN5O3P2 as an isolated structure, with properties calculated with ωB97M-V/def2-TZVPD.

Last column: Löwdin charge in e.
Cartesian coordinates (Å):
Cd  -1.12  -1.72  -0.94  1.430
C  1.49  -3.60  -2.13  -0.278
P  2.93  -2.54  -1.59  1.081
C  4.25  -3.12  -2.73  -0.381
C  4.63  -2.46  -3.90  -0.088
C  5.72  -2.90  -4.64  -0.090
C  6.44  -4.01  -4.24  -0.099
C  6.05  -4.70  -3.09  -0.093
C  4.98  -4.25  -2.34  -0.115
C  2.62  -0.84  -2.20  -0.409
C  1.51  -0.43  -2.93  -0.106
C  1.30  0.92  -3.21  -0.089
C  2.21  1.87  -2.77  -0.096
C  3.33  1.47  -2.05  -0.086
C  3.53  0.13  -1.77  -0.120
C  0.79  -4.20  -0.97  -0.453
C  1.09  -5.37  -0.30  -0.080
C  0.14  -5.48  0.75  -0.077
C  -0.67  -4.37  0.65  -0.463
C  -1.82  -3.98  1.51  -0.288
P  -1.32  -2.56  2.61  1.076
C  -0.91  -3.47  4.15  -0.379
C  0.41  -3.89  4.31  -0.104
C  0.81  -4.56  5.46  -0.088
C  -0.11  -4.79  6.48  -0.095
C  -1.43  -4.38  6.32  -0.087
C  -1.83  -3.73  5.17  -0.098
C  -2.86  -1.67  3.02  -0.389
C  -2.87  -0.82  4.13  -0.118
C  -3.89  0.09  4.32  -0.090
C  -4.93  0.19  3.39  -0.099
C  -4.93  -0.65  2.29  -0.089
C  -3.91  -1.57  2.11  -0.101
N  -0.28  -3.59  -0.40  -0.054
H  1.91  -4.39  -2.76  0.088
H  0.78  -3.04  -2.74  0.043
H  4.07  -1.59  -4.23  0.099
H  6.00  -2.37  -5.54  0.100
H  7.30  -4.34  -4.81  0.099
H  6.60  -5.57  -2.77  0.100
H  4.69  -4.78  -1.44  0.097
H  0.77  -1.14  -3.28  0.060
H  0.42  1.22  -3.77  0.104
H  2.04  2.92  -2.98  0.099
H  4.05  2.20  -1.71  0.103
H  4.39  -0.18  -1.19  0.104
H  1.87  -6.07  -0.56  0.089
H  0.04  -6.28  1.46  0.093
H  -2.11  -4.83  2.12  0.091
H  -2.68  -3.69  0.89  0.053
H  1.12  -3.71  3.51  0.094
H  1.83  -4.88  5.56  0.101
H  0.21  -5.29  7.38  0.099
H  -2.15  -4.58  7.11  0.101
H  -2.86  -3.43  5.05  0.102
H  -2.06  -0.87  4.85  0.104
H  -3.88  0.74  5.19  0.100
H  -5.72  0.91  3.54  0.097
H  -5.74  -0.59  1.57  0.097
H  -3.93  -2.21  1.23  0.062
C  -5.66  -2.02  -1.94  -0.011
C  -4.17  -1.98  -2.23  -0.400
O  -3.42  -2.05  -1.25  -0.083
C  -3.72  -1.85  -3.60  -0.123
C  -4.70  -1.73  -4.63  -0.058
C  -4.37  -1.64  -5.95  -0.105
C  -3.00  -1.68  -6.31  -0.085
C  -2.03  -1.80  -5.36  -0.017
C  -2.33  -1.87  -3.96  -0.372
O  -1.36  -1.96  -3.13  -0.193
H  -5.80  -2.15  -0.87  0.074
H  -6.14  -2.85  -2.47  0.091
H  -6.15  -1.10  -2.26  0.089
H  -5.74  -1.72  -4.35  0.098
H  -5.14  -1.54  -6.70  0.094
H  -2.73  -1.62  -7.35  0.103
H  -0.98  -1.84  -5.63  0.111
C  2.20  11.46  2.61  -0.079
O  2.78  10.29  3.14  -0.074
C  2.31  9.10  2.68  -0.281
C  1.36  8.98  1.68  -0.015
C  0.95  7.71  1.27  -0.027
C  1.48  6.57  1.85  -0.158
C  2.45  6.71  2.85  -0.012
C  2.86  7.96  3.26  0.011
C  1.08  5.22  1.42  -0.263
N  1.67  4.11  1.77  0.196
C  0.96  3.11  1.14  -0.167
C  -0.07  3.63  0.41  -0.130
N  0.01  4.99  0.59  0.181
C  -0.97  2.83  -0.37  -0.071
C  -2.04  3.32  -1.13  0.007
C  -2.81  2.44  -1.85  -0.030
C  -2.51  1.08  -1.79  -0.102
N  -1.52  0.61  -1.05  0.060
C  -0.75  1.45  -0.35  -0.145
C  0.34  0.88  0.44  -0.158
N  0.47  -0.46  0.43  0.043
C  1.43  -1.03  1.13  -0.186
C  2.34  -0.29  1.89  -0.025
C  2.22  1.08  1.92  0.018
C  1.19  1.69  1.18  -0.076
H  2.64  12.30  3.14  0.093
H  1.11  11.48  2.76  0.095
H  2.41  11.56  1.54  0.095
H  0.93  9.85  1.20  0.102
H  0.22  7.64  0.48  0.105
H  2.86  5.82  3.30  0.115
H  3.60  8.08  4.04  0.123
H  -0.60  5.69  0.22  0.145
H  -2.24  4.38  -1.17  0.115
H  -3.64  2.79  -2.46  0.111
H  -3.08  0.36  -2.36  0.096
H  1.46  -2.12  1.11  0.079
H  3.12  -0.80  2.43  0.112
H  2.90  1.70  2.49  0.120

- calculated total energy (Eh) = -3588.46014
- gap between HOMO and LUMO (eV) = 6.016
- LUMO energy (eV) = -0.5
- energy relative to the best compared isomer or geometry (same formula, charge and spin) (eV) = 0.000
- HOMO level (eV) = -6.489

Question: What is the calculated total energy in the first record?
Answer: -1703.36984 Eh

Question: Which value of energy relative to the best compared isomer or geometry (same formula, charge and spin) does entry 2 give?
Answer: 0.000 eV

Please write out number 3 again, unchanged.
Below is a single C3H3NO3S molecule in a non-equilibrium geometry, with properties calculated with ωB97M-V/def2-TZVPD.

Last column: Löwdin charge in e.
Cartesian coordinates (Å):
O  -1.18  -3.00  0.66  0.036
C  -0.90  -1.74  0.47  -0.412
O  -1.82  -1.03  -0.18  0.102
C  0.34  -0.96  0.77  -0.077
N  0.84  0.15  0.60  0.017
O  0.05  1.09  0.04  -0.210
C  0.92  2.06  -0.78  -0.598
S  0.10  3.16  -1.57  0.775
H  -1.52  -0.10  -0.43  0.137
H  1.15  -1.73  1.13  0.165
H  2.01  2.10  -0.72  0.066

- calculated total energy (Eh) = -794.64616
- gap between HOMO and LUMO (eV) = 9.156
- LUMO energy (eV) = -1.1
- energy relative to the best compared isomer or geometry (same formula, charge and spin) (eV) = 4.465
- SMILES string = O=C(O)/C=N\OC=S
- HOMO level (eV) = -10.231